Entry 1:
101
Properties=species:S:1:pos:R:3 method="wB97M-V/def2-TZVPD" relative_energy_kj_mol=0.0 charge=0 e_homo_ev=-9.582 smiles="COCCCCCCCCCCCB1OBOB(C)O1.C[C@@H]1COC(=O)O1.C[C@@H]1COC(=O)O1.C[C@@H]1COC(=O)O1.C[C@@H]1COC(=O)O1"
C -6.580 0.238 -0.285
O -6.465 -0.780 -1.254
C -6.118 -0.289 -2.537
C -6.370 -1.358 -3.586
C -5.298 -2.446 -3.707
C -4.969 -3.203 -2.415
C -3.868 -2.624 -1.528
C -2.483 -2.718 -2.159
C -1.354 -2.425 -1.157
C -0.273 -1.430 -1.630
C 1.175 -1.917 -1.420
C 2.123 -0.930 -0.722
C 2.066 0.531 -1.260
B 3.338 0.901 -2.078
O 3.369 0.870 -3.468
B 4.318 1.609 -4.130
O 5.043 2.543 -3.416
B 5.179 2.381 -2.043
C 6.000 3.398 -1.189
O 4.517 1.314 -1.470
H -5.891 1.067 -0.482
H -6.335 -0.186 0.689
H -7.602 0.634 -0.255
H -5.057 0.010 -2.542
H -6.713 0.606 -2.761
H -6.460 -0.851 -4.552
H -7.339 -1.816 -3.367
H -4.388 -2.012 -4.134
H -5.657 -3.172 -4.442
H -5.883 -3.314 -1.825
H -4.615 -4.205 -2.675
H -3.840 -3.221 -0.609
H -4.080 -1.598 -1.215
H -2.371 -3.743 -2.531
H -2.407 -2.057 -3.028
H -0.881 -3.369 -0.885
H -1.802 -2.045 -0.234
H -0.434 -1.213 -2.690
H -0.411 -0.476 -1.114
H 1.141 -2.820 -0.805
H 1.619 -2.223 -2.373
H 1.936 -0.943 0.353
H 3.141 -1.315 -0.843
H 1.991 1.226 -0.420
H 1.181 0.679 -1.881
H 4.531 1.438 -5.285
H 6.579 4.069 -1.824
H 6.655 2.901 -0.471
H 5.292 4.003 -0.611
C 1.682 -6.593 -1.677
C 0.772 -6.828 -0.502
C -0.589 -7.432 -0.802
O -1.394 -6.896 0.253
C -0.849 -5.712 0.630
O -1.391 -4.903 1.310
O 0.382 -5.573 0.092
H 2.477 -5.902 -1.399
H 2.138 -7.533 -1.989
H 1.133 -6.169 -2.518
H 1.273 -7.409 0.278
H -0.617 -8.517 -0.765
H -0.987 -7.074 -1.756
C 4.334 7.268 -0.488
C 4.937 8.091 0.617
C 5.338 7.348 1.878
O 5.190 8.358 2.883
C 4.262 9.247 2.447
O 3.780 10.100 3.120
O 3.969 9.019 1.150
H 3.814 7.911 -1.196
H 5.118 6.729 -1.021
H 3.615 6.548 -0.094
H 5.781 8.684 0.251
H 6.360 6.980 1.884
H 4.643 6.533 2.098
C 3.884 9.012 6.061
C 3.841 8.646 7.518
C 5.068 8.992 8.341
O 5.050 7.984 9.357
C 4.402 6.901 8.859
O 4.368 5.835 9.382
O 3.807 7.212 7.687
H 3.112 8.473 5.514
H 3.704 10.078 5.925
H 4.849 8.766 5.619
H 2.945 9.045 8.003
H 5.041 9.973 8.806
H 5.982 8.879 7.753
C -6.412 -8.190 0.014
C -5.071 -7.869 -0.588
C -4.430 -6.562 -0.163
O -3.646 -6.228 -1.314
C -4.228 -6.796 -2.396
O -3.928 -6.560 -3.523
O -5.190 -7.663 -2.013
H -6.904 -8.971 -0.565
H -6.285 -8.548 1.036
H -7.055 -7.310 0.025
H -4.366 -8.694 -0.442
H -3.778 -6.626 0.703
H -5.179 -5.778 -0.017


Entry 2:
88
Properties=species:S:1:pos:R:3 method="wB97M-V/def2-TZVPD" relative_energy_kj_mol=0.0 charge=+1 multiplicity=5 e_homo_ev="-7.811 / -10.393"
Co 0.593 -1.281 0.997
C -1.235 -1.575 2.047
C -0.962 -2.733 1.246
C 0.818 -2.436 2.706
C -0.167 -1.440 2.994
C 0.333 -3.235 1.615
C -2.504 -0.800 2.107
H -3.314 -1.294 1.553
H -2.396 0.218 1.707
H -2.838 -0.682 3.149
C -0.221 -0.533 4.157
H -0.322 0.519 3.857
H 0.663 -0.630 4.794
H -1.094 -0.762 4.789
C 2.061 -2.676 3.468
H 1.905 -3.355 4.317
H 2.468 -1.740 3.866
H 2.825 -3.126 2.829
C 1.025 -4.398 1.032
H 0.890 -5.314 1.624
H 2.102 -4.201 0.980
H 0.666 -4.597 0.018
C -1.911 -3.390 0.328
H -1.689 -4.462 0.232
H -1.863 -2.962 -0.683
H -2.950 -3.296 0.683
C -2.695 2.381 -0.494
C -3.774 1.578 -0.520
C -3.904 0.320 -1.319
C -3.444 0.444 -2.796
C -2.072 -0.196 -3.096
C -1.259 -0.471 -1.832
C -0.931 0.642 -0.856
C -1.373 2.075 -1.135
H -4.956 -0.008 -1.311
H -3.461 1.491 -3.124
H -3.358 -0.484 -0.802
H -1.344 2.290 -2.212
H -2.716 3.322 0.073
H -4.639 1.804 0.124
H -0.619 2.739 -0.679
H -1.297 0.332 0.136
H -1.712 -1.325 -1.306
H 0.170 0.713 -0.717
H -4.203 -0.049 -3.431
H -2.300 -1.193 -3.517
P -0.875 0.608 -4.209
C -1.114 2.382 -4.539
C -1.168 -0.152 -5.839
P 0.593 -1.070 -2.114
C 0.749 0.110 -3.602
C 0.406 -2.638 -3.055
C 2.295 -1.090 -1.503
H -0.328 3.000 -4.107
H -2.075 2.734 -4.151
H -1.094 2.566 -5.623
H -0.663 0.476 -6.576
H -2.242 -0.171 -6.058
H -0.775 -1.172 -5.880
H 2.901 -0.504 -2.210
H 2.633 -2.136 -1.539
H 2.452 -0.712 -0.481
H 1.335 0.993 -3.284
H 1.335 -0.405 -4.394
H 0.925 -3.437 -2.519
H 0.884 -2.498 -4.030
H -0.640 -2.922 -3.202
C 1.041 3.159 3.415
C 1.663 2.578 2.160
C 1.857 3.704 1.150
O 0.714 1.653 1.610
B 1.401 0.479 1.321
O 2.795 0.617 1.438
C 2.972 1.697 2.358
C 4.286 2.377 2.019
C 3.097 1.112 3.761
H 0.776 2.382 4.144
H 0.127 3.703 3.143
H 1.729 3.871 3.889
H 0.882 4.140 0.894
H 2.470 4.498 1.593
H 2.338 3.353 0.228
H 4.471 3.217 2.695
H 5.109 1.664 2.147
H 4.311 2.742 0.986
H 2.189 0.574 4.072
H 3.935 0.401 3.786
H 3.310 1.896 4.500


Entry 3:
99
Properties=species:S:1:pos:R:3 method="wB97M-V/def2-TZVPD" charge=+1 multiplicity=5 e_homo_ev="-10.666 / -10.385"
Co -0.315 -0.039 0.052
C 2.993 -3.354 1.089
N 3.476 -1.990 0.955
C 4.910 -1.821 1.146
C 2.686 -0.946 0.524
N 1.485 -0.712 1.004
C 1.127 -1.391 2.253
C 0.099 -0.564 2.979
N -1.071 -0.338 2.112
C -1.951 -1.530 2.064
C -2.531 -1.782 0.687
N -1.446 -1.772 -0.289
C -1.616 -2.475 -1.382
N -0.564 -2.830 -2.154
C 0.803 -2.801 -1.661
C -0.724 -3.156 -3.571
N -2.851 -2.888 -1.810
C -3.965 -1.953 -1.869
C -3.105 -4.248 -2.249
C -1.806 0.879 2.494
C -2.548 1.475 1.321
N -1.630 1.641 0.181
C -2.018 2.531 -0.707
N -3.334 2.941 -0.759
C -3.691 4.347 -0.850
C -4.399 1.970 -0.918
N -1.200 3.125 -1.602
C -1.710 3.648 -2.866
C 0.231 3.305 -1.414
N 3.274 -0.125 -0.381
C 2.927 1.279 -0.515
C 4.103 -0.658 -1.460
H 3.576 -4.016 0.441
H 1.955 -3.428 0.790
H 3.089 -3.718 2.116
H 5.191 -2.234 2.118
H 5.167 -0.765 1.134
H 5.497 -2.338 0.378
H 1.996 -1.524 2.898
H 0.710 -2.384 2.057
H 0.541 0.404 3.219
H -0.186 -1.048 3.920
H -2.766 -1.423 2.787
H -1.366 -2.402 2.355
H -3.288 -1.028 0.457
H -3.047 -2.743 0.705
H 0.798 -2.547 -0.607
H 1.389 -2.046 -2.189
H 1.268 -3.781 -1.804
H 0.159 -2.807 -4.105
H -1.590 -2.646 -3.982
H -0.823 -4.230 -3.739
H -3.611 -0.952 -1.636
H -4.772 -2.240 -1.188
H -4.368 -1.931 -2.884
H -3.956 -4.652 -1.698
H -2.242 -4.877 -2.043
H -3.338 -4.306 -3.316
H -1.087 1.611 2.858
H -2.509 0.677 3.309
H -2.961 2.435 1.636
H -3.400 0.843 1.061
H -2.799 4.964 -0.763
H -4.369 4.615 -0.035
H -4.191 4.584 -1.796
H -3.973 0.973 -1.023
H -4.967 2.188 -1.828
H -5.097 1.977 -0.073
H -1.081 3.284 -3.674
H -1.695 4.742 -2.879
H -2.722 3.300 -3.044
H 0.467 4.372 -1.415
H 0.790 2.833 -2.218
H 0.541 2.878 -0.472
H 2.366 1.607 0.357
H 2.337 1.446 -1.413
H 3.847 1.868 -0.579
H 4.118 -1.745 -1.429
H 5.128 -0.288 -1.397
H 3.681 -0.348 -2.417
F 1.497 -0.257 -4.217
C 0.174 -0.032 -4.245
F -0.025 1.128 -4.893
F -0.392 -1.003 -4.970
C -0.468 0.041 -2.835
O -1.693 0.056 -2.807
O 0.381 0.057 -1.878
Te 0.917 3.542 2.223
C 2.214 2.742 3.645
C 3.516 2.385 3.280
C 4.387 1.874 4.232
C 3.966 1.709 5.546
C 2.669 2.052 5.913
C 1.793 2.570 4.968
H 3.844 2.514 2.255
H 5.399 1.610 3.949
H 4.652 1.320 6.289
H 2.342 1.926 6.938
H 0.785 2.846 5.254


Entry 4:
117
Properties=species:S:1:pos:R:3 method="wB97M-V/def2-TZVPD" charge=0 e_homo_ev=-9.626 smiles="C[N+](=O)[O-].C[N+](=O)[O-].C[N+](=O)[O-].C[N+](=O)[O-].C[N+](=O)[O-].O=S1(=O)OCCO1.O=S1(=O)OCCO1.O=C1CCCO1.O=C1CCCO1.O=C1CCCO1.O=C1CCCO1.O=C1CCCO1"
C 2.978 4.935 3.968
N 1.977 4.312 3.072
O 2.394 3.876 2.023
O 0.829 4.320 3.435
H 3.937 4.458 3.814
H 2.570 4.903 4.971
H 3.092 5.982 3.687
C -4.461 0.042 4.776
N -4.141 1.078 3.761
O -3.335 0.800 2.895
O -4.704 2.136 3.875
H -5.155 -0.647 4.298
H -4.820 0.538 5.663
H -3.575 -0.553 4.987
C 0.022 4.635 -2.045
N -0.823 5.474 -1.167
O -0.392 6.543 -0.845
O -1.889 5.013 -0.814
H 0.731 4.157 -1.366
H 0.595 5.284 -2.697
H -0.596 3.928 -2.575
C 2.574 -1.198 -4.292
N 3.902 -0.533 -4.430
O 4.390 -0.035 -3.434
O 4.425 -0.560 -5.517
H 2.770 -2.261 -4.181
H 2.026 -1.053 -5.218
H 2.065 -0.738 -3.451
C -3.931 -3.139 0.575
N -2.632 -2.470 0.307
O -2.229 -1.685 1.159
O -2.109 -2.670 -0.766
H -3.686 -4.063 1.101
H -4.345 -3.426 -0.383
H -4.494 -2.479 1.215
O 2.051 -5.659 2.344
S 2.682 -4.393 2.219
O 3.974 -4.212 2.687
O 2.592 -3.850 0.719
C 1.233 -3.514 0.410
C 0.654 -3.042 1.767
O 1.708 -3.226 2.738
H 1.296 -2.665 -0.268
H 0.686 -4.333 -0.041
H -0.228 -3.596 2.109
H 0.344 -2.004 1.861
O -5.037 -0.147 -1.571
S -4.982 0.816 -2.575
O -4.987 0.432 -3.942
O -6.085 1.924 -2.296
C -5.611 3.174 -2.856
C -4.183 3.222 -2.343
O -3.777 1.840 -2.313
H -5.597 3.058 -3.944
H -6.279 3.962 -2.540
H -4.024 3.690 -1.374
H -3.506 3.719 -3.041
O 6.549 -0.195 2.976
C 5.520 -0.067 2.372
C 4.599 1.136 2.337
C 3.841 0.908 1.059
C 3.749 -0.624 0.990
O 4.997 -1.050 1.622
H 3.959 1.080 3.223
H 5.137 2.079 2.348
H 2.843 1.342 1.122
H 4.324 1.335 0.187
H 2.927 -0.943 1.638
H 3.680 -1.052 0.002
O 1.177 0.309 -7.003
C 0.252 0.624 -6.331
C -0.187 2.008 -5.887
C -1.076 1.698 -4.704
C -1.655 0.346 -5.114
O -0.575 -0.295 -5.783
H 0.720 2.579 -5.691
H -0.705 2.520 -6.701
H -0.499 1.564 -3.788
H -1.904 2.384 -4.522
H -1.939 -0.256 -4.250
H -2.604 0.426 -5.656
O -1.139 -6.282 -2.600
C -1.188 -5.155 -2.962
C -2.348 -4.455 -3.659
C -1.672 -3.218 -4.266
C -0.398 -3.046 -3.440
O -0.105 -4.337 -2.885
H -2.769 -5.148 -4.377
H -3.047 -4.108 -2.900
H -1.511 -3.288 -5.338
H -2.297 -2.344 -4.084
H 0.407 -2.715 -4.087
H -0.577 -2.348 -2.629
O 1.968 0.367 4.615
C 2.381 -0.339 5.482
C 3.313 -1.508 5.351
C 2.801 -2.442 6.439
C 2.428 -1.401 7.504
O 2.033 -0.211 6.777
H 3.283 -1.870 4.326
H 4.333 -1.166 5.557
H 1.868 -2.891 6.102
H 3.537 -3.129 6.837
H 1.584 -1.694 8.123
H 3.261 -1.121 8.151
O 0.013 0.063 -1.475
C -0.171 0.572 -0.400
C -1.247 1.573 0.001
C -0.671 2.159 1.285
C 0.065 0.971 1.855
O 0.581 0.278 0.667
H -1.485 2.319 -0.752
H -2.185 1.051 0.221
H -0.035 3.012 1.062
H -1.405 2.431 2.045
H 0.906 1.252 2.486
H -0.526 0.214 2.373


Number 1: maximum force 0.0146 Eh/bohr. Number 2: maximum force 0.0465 Eh/bohr. Number 3: maximum force 0.0163 Eh/bohr. Number 4: maximum force 0.0512 Eh/bohr.